(1)
Entry from OMol25: a single C10H21ClSi molecule (wB97M-V/def2-TZVPD).

**Relative energy (zero: lowest compared OMol25 entry of this formula, charge and spin)**: 483.2 kJ/mol
**E**: -1143.174694 hartree
**HOMO**: -8.140 eV
**LUMO**: 0.1 eV
**SMILES**: CC(C)(C)[Si](=CCCl)C(C)(C)C

Element x y z (Å)
Cl -5.422 0.322 0.446
Si -0.670 0.245 0.277
C 1.850 1.594 0.502
C 1.021 1.362 -1.795
C -3.671 0.184 1.121
C -0.027 -1.487 0.014
C -0.297 -1.820 -1.494
C -0.159 2.898 -0.210
C -2.389 0.639 0.420
C -0.884 -2.426 0.866
C 0.579 1.544 -0.288
C 1.417 -1.907 0.269
H -0.408 3.131 0.819
H 1.313 2.302 -2.203
H -3.617 -0.872 1.303
H 1.837 -1.701 1.269
H -1.118 2.844 -0.830
H 1.442 -3.065 0.000
H 0.562 -1.872 -2.218
H 1.757 1.996 1.545
H 2.206 -1.411 -0.398
H 2.523 0.764 0.635
H 2.559 2.230 0.072
H -0.833 -2.875 -1.512
H -1.005 -2.034 1.806
H -1.844 -2.558 0.461
H -3.727 0.785 2.046
H 1.842 0.619 -1.629
H 0.392 3.678 -0.747
H 0.064 1.058 -2.248
H -0.403 -3.362 0.755
H -0.942 -1.120 -2.054
H -2.563 1.716 0.346

Here are the Mulliken charges for atoms 1 to 4, given in e: -0.2566, -0.0036, -1.7705, -1.6784


(2)
Entry from OMol25: a molecular structure, C10H21HgN3P (wB97M-V/def2-TZVPD).

**E**: -1052.454615 hartree
**HOMO (spin up / spin down)**: -0.056 / -0.057 eV
**LUMO (spin up / spin down)**: 2.7 / 2.7 eV
**Net charge**: -1

Element x y z (Å)
Hg 0.018 -0.329 0.103
P 1.695 -1.894 0.967
N 1.389 1.222 2.869
N -0.659 1.323 1.683
N -0.549 2.013 3.907
C -1.958 1.015 -1.305
C -0.887 0.919 -2.237
C 1.902 0.340 3.907
C -1.939 2.419 3.825
C 2.305 1.619 1.810
C -0.595 -0.470 -2.445
C 0.038 1.511 2.788
C -1.471 -1.242 -1.602
C 0.278 2.650 4.940
C -2.277 -0.298 -0.850
H -1.602 -2.323 -1.619
H 1.805 -2.992 0.089
H 2.375 -0.553 3.464
H 0.681 1.876 5.620
H -0.464 1.738 -2.804
H -2.179 2.978 4.742
H 1.077 0.019 4.564
H -1.649 1.477 1.856
H -0.378 3.321 5.492
H 1.962 1.259 0.835
H 3.303 1.241 2.040
H 2.645 0.889 4.499
H 0.040 -0.875 -3.230
H 2.348 2.718 1.792
H -3.126 -0.562 -0.229
H -2.575 1.534 3.771
H 1.163 -2.457 2.148
H -2.120 3.072 2.960
H -2.499 1.926 -1.035
H 3.034 -1.493 1.203
H 1.099 3.221 4.460

Here are the Mulliken charges for atoms 1 to 4, given in e: 0.4876, -0.7376, 2.4326, -0.1062


(3)
Entry from OMol25: 5 unconnected molecules or ions with the total composition C10H21N3O2 (wB97M-V/def2-TZVPD).

**Relative energy (zero: lowest compared OMol25 entry of this formula, charge and spin)**: 0.0 kJ/mol
**E**: -708.309995 hartree
**HOMO**: -10.396 eV
**LUMO**: 0.7 eV
**SMILES**: CC#N.CC#N.CC#N.CCO.CCO

Element x y z (Å)
O -1.856 -0.362 2.101
O -0.294 1.181 -0.839
N 2.268 -2.037 0.957
N 1.110 1.843 2.588
N 1.361 0.726 -3.485
C 2.525 1.353 0.527
C 1.735 1.629 1.661
C 1.606 -1.852 1.902
C 1.601 -1.790 -2.732
C 1.492 -0.360 -3.106
C -1.289 -1.712 0.132
C -2.356 -1.086 0.994
C 0.857 -1.432 3.098
C -2.418 2.267 -1.329
C -0.990 2.414 -0.856
H 1.353 -0.598 3.500
H -1.524 0.542 1.925
H -0.425 3.054 -1.531
H -2.397 1.714 -2.270
H 0.795 -2.356 -3.310
H -3.144 1.749 -0.730
H -0.052 1.021 -1.767
H -1.024 2.718 0.173
H -1.763 -2.323 -0.658
H 0.845 -2.239 3.822
H 1.939 1.483 -0.381
H -2.897 -1.933 1.531
H -0.713 -0.945 -0.488
H -3.092 -0.519 0.368
H 3.446 2.024 0.615
H -2.904 3.233 -1.649
H 2.865 0.344 0.553
H -0.147 -1.215 2.800
H -0.526 -2.371 0.609
H 2.552 -2.224 -3.041
H 1.459 -1.943 -1.683

Here are the Mulliken charges for atoms 1 to 4, given in e: -0.6137, -0.3219, -0.5928, -0.5597


(4)
Entry from OMol25: 4 unconnected molecules or ions with the total composition C10H21N4OP (wB97M-V/def2-TZVPD).

**E**: -1029.134651 hartree
**HOMO**: -8.194 eV
**LUMO**: 0.4 eV
**SMILES**: CCCOCPN.CC#N.CC#N.CC#N

Element x y z (Å)
P 0.184 -1.988 2.678
O -0.139 -2.488 0.028
N -4.405 -0.791 -4.322
N 1.518 -2.378 3.807
N 3.849 0.712 1.752
N -1.091 2.827 -1.388
C -2.336 0.829 -4.685
C -0.933 3.547 -0.491
C 0.866 -1.940 0.890
C -0.718 -1.500 -0.837
C 4.431 -0.262 1.997
C -3.499 -0.081 -4.482
C -0.733 4.470 0.661
C -2.776 0.141 -0.591
C 5.177 -1.514 2.312
C -1.259 -0.192 -0.111
H -1.407 0.288 -4.508
H 2.187 -1.603 3.692
H -2.338 1.210 -5.707
H -2.815 -0.224 -1.681
H -1.616 -2.002 -1.324
H -2.920 1.267 -0.588
H -0.043 -1.196 -1.703
H -2.398 1.668 -3.991
H 0.049 5.192 0.424
H -3.548 -0.357 0.061
H 5.911 -1.321 3.095
H -1.309 -0.252 1.011
H -1.659 5.004 0.873
H 5.692 -1.873 1.421
H -0.626 0.675 -0.480
H 1.757 -2.648 0.890
H 1.991 -3.229 3.486
H -0.438 3.902 1.544
H -0.345 -0.686 3.032
H 4.483 -2.282 2.656
H 1.257 -0.929 0.580

Here are the Mulliken charges for atoms 1 to 4, given in e: 0.0818, -0.3636, -0.4231, -0.7249


The records above give, respectively, max |F| values of 3.21 2.36 2.53 2.30 eV/A.